Entry 1:
Formula: C6H4Cl2O4
Source: the OMol25 dataset
Level of theory: wB97M-V/def2-TZVPD

## Properties
LUMO in eV: -1.2
Multiplicity: 1
Frontier orbital gap in Eh: 0.290

Geometry (Å):
C  -0.74  -0.87  0.71
C  -1.52  0.20  0.66
C  0.49  -0.93  -0.08
C  -1.40  1.32  -0.19
C  0.78  0.27  -1.02
C  -0.62  0.45  -1.80
O  1.31  -1.78  0.07
O  -1.64  2.48  -0.19
O  1.78  0.12  -1.88
O  0.85  1.37  -0.15
Cl  -1.30  -0.93  -2.38
Cl  -0.45  1.76  -3.00
H  -0.89  -1.76  1.37
H  -2.43  0.28  1.20
H  2.49  -0.40  -1.47
H  0.91  2.03  -0.85

Entry 2:
Formula: C3H32N2O11
Source: the OMol25 dataset
Level of theory: wB97M-V/def2-TZVPD

## Properties
LUMO in eV: -0.1
SMILES string: CNCCN.O.O.O.O.O.O.O.O.O.O.O
Energy above the lowest of the compared OMol25 structures with the same formula, charge and spin in kcal per mole: 38.7
Multiplicity: 1
Frontier orbital gap in Eh: 0.334

Geometry (Å):
C  -2.01  0.26  -2.26
N  -1.69  -0.29  -0.90
C  -2.02  0.73  0.09
C  -1.14  0.47  1.32
N  0.29  0.68  1.21
H  -2.99  0.91  -2.24
H  -1.22  1.01  -2.52
H  -1.98  -0.56  -2.97
H  -2.17  -1.19  -0.92
H  -3.02  0.74  0.56
H  -1.84  1.77  -0.27
H  -1.35  -0.51  1.71
H  -1.57  1.06  2.20
H  0.62  1.22  0.41
H  0.76  -0.21  1.28
O  1.05  -0.74  -1.30
H  0.12  -0.37  -1.35
H  1.13  -1.68  -1.44
O  -0.83  3.77  2.17
H  -0.42  3.62  1.30
H  -0.08  3.70  2.76
O  -0.40  -3.08  -1.99
H  -0.27  -3.24  -0.99
H  -0.17  -4.00  -2.20
O  -0.36  4.17  -0.72
H  -0.39  3.28  -1.09
H  0.57  4.40  -0.65
O  -0.99  -3.20  2.06
H  -1.85  -3.05  1.66
H  -0.44  -3.50  1.30
O  2.67  -1.77  1.18
H  2.76  -1.04  0.53
H  2.71  -1.29  2.02
O  1.88  3.19  2.01
H  1.14  2.60  1.80
H  1.84  3.32  2.97
O  0.93  -3.43  0.34
H  1.56  -2.77  0.77
H  1.41  -4.22  0.08
O  3.71  0.85  0.99
H  3.11  1.57  1.26
H  3.68  0.82  0.03
O  1.62  1.92  -1.50
H  1.65  0.94  -1.37
H  2.50  2.20  -1.76
O  -3.06  -3.17  -1.56
H  -3.38  -2.79  -2.38
H  -2.07  -3.13  -1.66

Entry 3:
Formula: C6H12IrOP
Source: the OMol25 dataset
Level of theory: wB97M-V/def2-TZVPD

## Properties
LUMO (spin up / spin down) in eV: -3.2 / -6.1
Charge: +1
Energy above the lowest of the compared OMol25 structures with the same formula, charge and spin in kcal per mole: 36.3
Multiplicity: 6
Frontier orbital gap (spin up / spin down) in Eh: 0.209 / 0.278

Geometry (Å):
C  -0.48  -0.97  -1.52
C  0.75  0.02  -1.82
C  0.01  1.11  -2.48
C  -1.31  1.10  -2.03
C  -1.51  -0.06  -1.12
Ir  0.25  -0.05  0.09
P  2.37  -0.06  0.86
H  -0.30  -2.08  -1.70
H  1.88  -0.34  -1.93
H  0.39  1.92  -3.12
H  -2.38  0.04  -0.48
H  -1.99  1.96  -2.28
H  2.60  1.04  1.75
H  3.42  -0.13  -0.17
H  2.26  -1.31  1.61
C  -1.16  -0.73  2.43
O  -0.10  0.14  2.06
H  -1.68  -1.04  1.53
H  -1.77  -0.04  3.06
H  -0.77  -1.56  2.96
H  -0.50  1.03  2.30

Entry 4:
Formula: C5H7NO
Source: the OMol25 dataset
Level of theory: wB97M-V/def2-TZVPD

## Properties
LUMO in eV: -0.3
Energy above the lowest of the compared OMol25 structures with the same formula, charge and spin in kcal per mole: 108.6
Multiplicity: 1
Frontier orbital gap in Eh: 0.273

Geometry (Å):
C  -1.10  0.22  -1.37
C  0.29  0.31  -0.81
C  0.31  0.81  1.03
C  0.22  -0.57  1.17
C  0.76  -1.46  0.23
N  0.39  1.97  1.46
O  1.29  0.73  -1.31
H  0.72  2.04  2.43
H  -0.71  -0.87  1.65
H  -1.46  1.24  -1.52
H  -1.77  -0.31  -0.70
H  -1.05  -0.28  -2.33
H  1.79  -1.41  -0.10
H  0.32  -2.45  0.16